Formula: C5H12O
Source: OMol25
Level of theory: ωB97M-V/def2-TZVPD

XYZ file:
```
18
Properties=species:S:1:pos:R:3:forces:R:3
C 1.923709 -0.902818 -0.353862 1.774 0.007 -1.488
O 1.004753 -0.544675 0.483150 -0.976 1.265 2.676
C -0.329396 -0.031585 0.151420 0.478 -1.011 0.976
C -0.483780 0.938419 -0.989435 0.258 0.006 -0.576
C -1.009578 -1.372928 -0.076125 -0.194 -0.119 -0.153
C -0.860260 0.620927 1.427570 -0.264 -0.127 0.026
H 3.033477 2.118373 -0.566768 0.012 -0.033 0.001
H 2.050059 -0.205848 -1.161186 0.321 -0.016 -0.877
H 2.843832 -1.348341 0.073296 -0.859 0.228 -0.081
H 0.075427 0.609373 -1.866855 -0.154 0.021 -0.091
H -1.553161 0.963527 -1.236479 0.269 -0.025 -0.083
H -0.187884 1.964309 -0.753991 0.120 -0.200 0.145
H -0.556987 -1.889212 -0.932173 -0.415 0.381 -0.213
H -0.724906 -2.028008 0.753755 -0.536 0.235 0.130
H -2.088146 -1.234518 -0.163375 -0.002 -0.401 -0.123
H -0.805632 -0.046767 2.290460 0.138 0.003 -0.145
H -0.415007 1.588599 1.693545 0.168 -0.330 -0.289
H -1.916525 0.801175 1.227055 -0.139 0.117 0.166
```
Forces are in eV/Å.

Orbital gap (spin up / spin down), eV: 11.62 / 6.73
Largest force on an atom, eV/A: 3.1
HOMO energy (spin up / spin down), eV: -10.73 / -6.88
DFT total energy, eV: -7421.909
ΔE to the lowest compared entry with this formula, charge and spin, kcal per mole: 124.58

Partial charges, Löwdin, in e: C -0.09; O -0.16; C -0.59; C -0.04; C -0.04; C -0.03; H 0.07; H 0.01; H 0.07; H 0.08; H 0.10; H 0.08; H 0.09; H 0.10; H 0.09; H 0.09; H 0.09; H 0.09

---

Formula: C5H12O
Source: OMol25
Level of theory: ωB97M-V/def2-TZVPD

XYZ file:
```
18
Properties=species:S:1:pos:R:3:forces:R:3
C -1.415246 -2.163145 0.540840 -0.001 -0.088 -0.016
C -1.206620 -0.647735 0.431387 0.033 0.106 0.011
C 0.151558 -0.273122 -0.051449 -0.003 -0.135 0.039
C 0.123493 1.928510 -0.945431 -0.137 0.077 -0.080
O 1.058204 0.005314 0.832117 -0.253 0.013 -0.070
C 2.172692 0.666724 0.367498 0.338 -0.033 0.033
H -1.256159 -2.653367 -0.426182 -0.020 0.073 0.139
H -0.715312 -2.599772 1.260613 -0.108 0.062 -0.101
H -2.433865 -2.392360 0.870308 0.147 0.038 -0.045
H -1.370814 -0.164040 1.400372 0.024 -0.061 -0.124
H -1.935583 -0.221812 -0.271792 0.100 -0.054 0.077
H 0.495536 -0.614494 -1.028890 -0.051 0.107 0.098
H -0.322359 1.462518 -1.829301 0.050 0.046 0.138
H 0.566916 2.874767 -1.287599 0.009 -0.164 0.077
H -0.668870 2.187541 -0.235835 0.101 -0.069 -0.089
H 2.686463 0.134445 -0.439800 -0.074 0.080 0.082
H 1.255247 1.537735 -0.391261 -0.087 0.038 -0.057
H 2.814714 0.932301 1.204399 -0.068 -0.037 -0.110
```
Forces are in eV/Å.

Orbital gap (spin up / spin down), eV: 8.20 / 8.20
Largest force on an atom, eV/A: 0.3
HOMO energy (spin up / spin down), eV: -7.47 / -7.47
DFT total energy, eV: -7422.660
ΔE to the lowest compared entry with this formula, charge and spin, kcal per mole: 107.27

Partial charges, Löwdin, in e: C -0.10; C -0.21; C -0.23; C -0.09; O -0.12; C -0.11; H 0.07; H 0.08; H 0.07; H 0.12; H 0.12; H 0.14; H 0.02; H 0.03; H 0.03; H 0.08; H 0.04; H 0.07

---

Formula: C5H12O
Source: OMol25
Level of theory: ωB97M-V/def2-TZVPD

XYZ file:
```
18
Properties=species:S:1:pos:R:3:forces:R:3
C -2.712264 -0.437830 0.051970 -0.049 0.008 0.047
C -1.301635 -0.310710 -0.514050 0.016 -0.041 -0.023
C -0.488309 0.779379 0.185834 -0.008 0.031 -0.011
C 0.976018 0.800489 -0.274530 -0.156 0.048 -0.226
O 1.827266 0.432250 0.798143 -0.064 0.047 0.098
C 2.822118 -0.496279 0.456144 0.270 -0.215 -0.040
H -2.667275 -0.701640 1.114381 -0.050 0.031 -0.117
H -3.305285 -1.204293 -0.459835 0.145 0.128 0.053
H -3.250824 0.514001 -0.028698 0.062 -0.138 0.004
H -1.341367 -0.092383 -1.590558 -0.017 -0.035 0.152
H -0.766443 -1.264903 -0.416867 -0.106 0.083 0.015
H -0.976052 1.749550 0.025342 0.131 -0.110 -0.004
H -0.483561 0.606582 1.269078 -0.014 0.025 -0.153
H 1.101342 0.090484 -1.107350 0.005 0.116 0.116
H 1.269758 1.793188 -0.649318 -0.014 -0.169 0.114
H 3.480989 -0.606478 1.322727 -0.107 0.041 -0.150
H 3.424240 -0.168552 -0.405232 -0.083 -0.003 0.142
H 2.391288 -1.482854 0.222814 0.037 0.152 -0.016
```
Forces are in eV/Å.

Orbital gap, eV: 10.77
Largest force on an atom, eV/A: 0.3
HOMO energy, eV: -9.61
DFT total energy, eV: -7426.440
Structure (SMILES): CCCCOC
ΔE to the lowest compared entry with this formula, charge and spin, kcal per mole: 20.10

Partial charges, Löwdin, in e: C -0.12; C -0.28; C -0.19; C -0.24; O -0.20; C -0.13; H 0.07; H 0.07; H 0.07; H 0.11; H 0.11; H 0.11; H 0.12; H 0.11; H 0.12; H 0.09; H 0.09; H 0.09